1.
Computed, not measured: the molecule C4H5NO, with the ωB97M-V functional and the def2-TZVPD basis.

Results
HOMO energy (spin up / spin down)   -8.93 / -9.93 eV
Frontier orbital gap (spin up / spin down)   7.649 / 8.772 eV
ΔE to the lowest compared entry with this formula, charge and spin   5.584 eV
SMILES   C[C@@H]1C=C=NO1

```
! RIJCOSX wB97M-V def2-TZVPD def2/J DEFGRID3
* xyz 0 1
C 1.2326 -0.5108 0.0800
C -0.2780 -0.4598 -0.1439
C -0.8842 0.7269 -0.8130
C -1.0797 1.6145 0.1853
N -0.8697 1.1139 1.3725
O -0.8584 -0.2683 1.2251
H 1.5031 -1.3866 0.6750
H 1.7723 -0.5441 -0.8706
H 1.5347 0.3867 0.6294
H -0.6473 -1.3880 -0.5907
H -1.4254 0.7157 -1.7492
*
```

2.
Computed, not measured: a structure of composition C4H11AlO3 at a distorted geometry, with the ωB97M-V functional and the def2-TZVPD basis.

Results
HOMO energy   -7.51 eV
Frontier orbital gap   8.054 eV
ΔE to the lowest compared entry with this formula, charge and spin   0.411 eV

```
! RIJCOSX wB97M-V def2-TZVPD def2/J DEFGRID3
* xyz 0 1
C 1.5100 0.7767 2.4978
O 0.6427 0.0324 0.4341
C -0.6292 0.5302 0.1886
C -1.0327 0.3088 -1.2595
O -0.7703 -1.0557 -1.5614
C -1.1340 -1.4411 -2.8699
Al 0.9521 -1.5098 -0.5992
H 2.3281 0.2495 1.9817
H 1.2871 1.7368 2.0130
H 0.6505 0.1557 2.7995
H -0.7097 1.6182 0.3879
H -1.3857 0.0429 0.8401
H -0.4357 0.9478 -1.9350
H -2.1018 0.5300 -1.4186
H -0.8194 -2.4827 -3.0073
H -2.2240 -1.3628 -3.0033
H -0.6303 -0.8091 -3.6191
O 2.1157 1.2525 3.8140
H 2.3866 0.4797 4.3166
*
```

3.
Computed, not measured: a cluster of 2 separate species, C3H4F2O2 in total at a distorted geometry, with the ωB97M-V functional and the def2-TZVPD basis.

Results
HOMO energy (spin up / spin down)   -8.43 / -8.17 eV
Frontier orbital gap (spin up / spin down)   8.853 / 8.480 eV
ΔE to the lowest compared entry with this formula, charge and spin   4.213 eV

```
! RIJCOSX wB97M-V def2-TZVPD def2/J DEFGRID3
* xyz 0 1
C -2.1678 0.7625 0.5396
C 1.2454 -0.0766 -0.6037
C 0.6450 1.2830 -0.4675
O -2.3265 -0.3881 0.3569
O 0.4042 -0.9079 0.1701
F 1.0042 2.2521 0.4402
F 0.4305 1.9404 -1.5804
H -2.5336 1.6120 1.0464
H 1.2793 -0.3815 -1.6405
H 2.1433 -0.1346 -0.1375
H -0.5029 -0.8677 -0.0999
*
```

4.
Computed, not measured: a structure of composition C3H5N3O at a distorted geometry, with the ωB97M-V functional and the def2-TZVPD basis.

Results
HOMO energy   -8.33 eV
Frontier orbital gap   8.950 eV
ΔE to the lowest compared entry with this formula, charge and spin   6.993 eV

```
! RIJCOSX wB97M-V def2-TZVPD def2/J DEFGRID3
* xyz 0 1
N -1.9863 0.0202 0.1105
C 0.0138 -0.7913 0.5647
C 0.1027 0.4910 -0.1413
N 1.2983 1.2193 -0.2739
C -0.9183 -0.6237 -0.5896
O 1.1708 -1.4841 0.8255
N -0.9073 0.5841 0.9398
H 1.9216 -0.8673 0.7434
H -2.5861 -0.5942 0.6620
H 1.7517 1.0738 -1.1704
H 1.0949 2.2137 -0.2003
H -0.9558 -1.2414 -1.4703
*
```

5.
Computed, not measured: the molecule C3H4N2O at a distorted geometry, with the ωB97M-V functional and the def2-TZVPD basis.

Results
HOMO energy   -8.13 eV
Frontier orbital gap   9.091 eV
ΔE to the lowest compared entry with this formula, charge and spin   1.961 eV
SMILES   Oc1c[nH]cn1

```
! RIJCOSX wB97M-V def2-TZVPD def2/J DEFGRID3
* xyz 0 1
O 2.0852 -0.3237 -0.4465
C 0.8982 0.0248 0.1266
C -0.0808 -0.9182 0.1751
N -1.2863 -0.3364 -0.0235
C -0.9605 1.1822 -0.0755
N 0.3190 1.3502 -0.0537
H 2.8436 0.1245 -0.0733
H 0.0399 -1.9760 0.3911
H -2.0567 -1.0152 0.1169
H -1.8016 1.8877 -0.1372
*
```

6.
Computed, not measured: the molecule C5H8O at a distorted geometry, with the ωB97M-V functional and the def2-TZVPD basis.

Results
HOMO energy   -9.75 eV
Frontier orbital gap   9.848 eV
ΔE to the lowest compared entry with this formula, charge and spin   1.895 eV
SMILES   CC/C=C/C=O

```
! RIJCOSX wB97M-V def2-TZVPD def2/J DEFGRID3
* xyz 0 1
C 2.1264 -0.7432 -0.1405
C 1.0867 0.4534 0.1153
C -0.3057 0.0096 -0.0026
C -1.4287 0.7398 -0.1428
C -2.7801 0.1237 -0.0410
O -2.9435 -1.1086 0.0246
H 3.1972 -0.4076 -0.0297
H 1.9147 -1.6090 0.5429
H 1.8696 -1.1997 -1.1348
H 1.1321 0.7579 1.2979
H 1.4519 1.4612 -0.4396
H -0.3888 -1.0560 0.2895
H -1.2324 1.8129 -0.2298
H -3.6993 0.7658 -0.1093
*
```

7.
Computed, not measured: the ion C4H9N2 with charge +1 at a distorted geometry, with the ωB97M-V functional and the def2-TZVPD basis.

Results
HOMO energy   -12.90 eV
Frontier orbital gap   7.539 eV
ΔE to the lowest compared entry with this formula, charge and spin   3.117 eV
SMILES   C=[NH+]C(=C)NC

```
! RIJCOSX wB97M-V def2-TZVPD def2/J DEFGRID3
* xyz 1 1
C 1.1888 1.6325 -1.0611
N 0.3155 0.8920 -0.5490
C 0.4555 -0.4522 0.0219
C 1.4324 -1.3084 -0.4372
N -0.4528 -0.6930 1.0134
C -1.8240 -0.0995 0.9882
H 0.7556 2.4501 -1.5565
H 2.3058 1.4751 -1.0141
H -0.6612 1.2570 -0.5355
H 2.0910 -1.2529 -1.2907
H 1.7228 -2.2097 -0.0146
H -0.6150 -1.6880 1.2350
H -1.7765 0.9043 1.4805
H -2.4013 -0.2246 0.0441
H -2.5368 -0.6828 1.6755
*
```

8.
Computed, not measured: a structure of composition C26H26AsN8O6S2Tc at a distorted geometry, with the ωB97M-V functional and the def2-TZVPD basis.

Results
Expectation value of S²   3.77
HOMO energy (spin up / spin down)   -4.04 / -4.04 eV
Frontier orbital gap (spin up / spin down)   4.252 / 4.055 eV

```
! RIJCOSX wB97M-V def2-TZVPD def2/J DEFGRID3
* xyz -1 4
Tc 13.9895 -6.7996 19.8184
N 14.9852 -5.2430 21.0619
C 15.2843 -3.8338 20.6775
C 15.6687 -3.5482 19.2295
C 16.8942 -4.2257 18.6893
C 17.0063 -5.7923 18.7868
N 15.7560 -6.5729 18.4636
H 14.2564 -5.1667 21.7886
H 15.8427 -6.4457 22.4902
H 16.0399 -3.3984 21.3172
H 14.4156 -3.2101 20.9030
H 15.6512 -2.4787 19.2054
H 14.8159 -3.7776 18.5525
H 17.7509 -3.8507 19.2387
H 16.9998 -3.9213 17.6368
H 17.3875 -6.0335 19.8325
H 17.7991 -6.1447 18.0532
H 16.0567 -7.5645 18.5149
H 15.5644 -6.4706 17.4136
O 16.5955 -10.3949 19.5276
As 15.7394 -9.6302 20.9393
O 14.4953 -10.5387 21.5776
O 15.6116 -7.9686 20.4429
C 17.1318 -9.6648 22.3783
C 18.4633 -9.9478 22.1576
C 19.2258 -10.4931 23.1910
C 18.5825 -10.7949 24.4153
C 17.3061 -10.2730 24.6688
C 16.6009 -9.5992 23.6564
S 15.0008 -8.5978 24.3510
O 15.4367 -7.1950 24.0299
O 15.0353 -9.0196 25.7489
O 16.1530 -5.7480 21.8319
H 15.9516 -11.1116 19.2819
H 18.8714 -9.7754 21.2043
H 20.2845 -10.7979 23.0116
H 19.0531 -11.4705 25.1826
H 16.8260 -10.4829 25.6192
N 9.3408 -2.6484 16.3150
C 8.3487 -1.7038 16.3833
C 7.8149 -0.8276 15.4124
C 7.0593 0.2310 15.8515
C 6.7016 0.3587 17.2278
C 7.1100 -0.5716 18.1788
C 8.0431 -1.5667 17.7909
N 8.8060 -2.4635 18.5010
C 9.5433 -3.1436 17.5939
C 10.5823 -4.0263 17.9931
C 11.4407 -4.7201 17.0401
C 12.5011 -5.3415 17.6032
N 12.6866 -5.3796 18.9722
C 11.8782 -4.7898 19.8211
C 10.8063 -4.0590 19.3666
H 9.8280 -2.9289 15.4743
H 8.0943 -0.9203 14.3777
H 6.5938 0.9846 15.1785
H 6.0874 1.1565 17.6155
H 6.7112 -0.5772 19.1861
H 11.1883 -4.6963 15.9907
H 13.2493 -5.8566 17.0202
H 12.0933 -5.0273 20.8544
H 10.0839 -3.5407 19.9886
N 13.6741 -8.3839 18.5197
C 13.5575 -9.3519 17.8787
C 13.3779 -10.3545 16.9663
C 12.7563 -11.5333 17.3814
N 12.1468 -12.4264 17.7570
C 13.8911 -10.4212 15.6599
N 14.3469 -10.4725 14.5974
S 12.4651 -7.5771 21.1016
*
```

9.
Computed, not measured: the molecule C5H8N2O at a distorted geometry, with the ωB97M-V functional and the def2-TZVPD basis.

Results
HOMO energy (spin up / spin down)   -9.60 / -6.68 eV
Frontier orbital gap (spin up / spin down)   9.814 / 6.096 eV
ΔE to the lowest compared entry with this formula, charge and spin   5.783 eV

```
! RIJCOSX wB97M-V def2-TZVPD def2/J DEFGRID3
* xyz 0 1
C -2.5058 0.3715 -0.7669
C -0.5081 -0.9269 -0.0979
C 0.3634 1.3089 0.7528
C 0.6629 0.1362 -0.1660
C 2.0437 -0.5088 -0.2947
N -1.9109 -0.3585 0.0815
N 0.3670 1.4434 -0.6906
O -3.4183 0.9642 -1.1644
H -0.3316 -1.5417 -1.0176
H -0.2358 -1.6338 0.7666
H -0.6438 1.3231 1.1729
H 1.1705 1.7728 1.2603
H 1.9410 -1.2061 -1.1988
H 2.1834 -0.8828 0.6559
H 2.8383 0.1762 -0.4398
H -2.0160 -0.4377 1.1468
*
```